This record from the OMol25 dataset describes a molecular structure, C16H19F3NNiP2S. The level of theory is ωB97M-V/def2-TZVPD.

The geometry in XYZ format:
```
43
Properties=species:S:1:pos:R:3:forces:R:3
Ni -0.18454 -0.93282 0.70678 0.7835 0.3484 -0.0188
C -3.14750 0.58858 1.94283 0.0493 -0.2063 0.0877
P -1.40335 0.75971 1.47889 0.2877 -0.2196 -0.5746
C -0.67877 1.73859 2.81137 0.0018 -0.0560 0.0453
C -1.45350 1.84837 0.02206 -0.0483 0.1188 0.1276
C -1.65380 3.22161 0.12887 -0.0001 0.0367 -0.0223
C -1.74296 4.00436 -1.01237 -0.0117 -0.0263 0.0010
C -1.63840 3.41781 -2.26688 -0.0039 -0.0449 0.0148
C -1.43396 2.05030 -2.37949 -0.0240 0.0296 -0.0017
C -1.33790 1.25898 -1.23781 0.0779 0.0027 -0.1632
P -1.09700 -0.54461 -1.29922 -0.3168 0.1710 0.4328
C -2.74089 -1.16683 -1.76610 0.0660 -0.1037 0.0094
C -0.10460 -0.87318 -2.77796 0.0665 -0.0362 0.0650
H -3.58192 1.58151 2.05899 -0.0208 -0.0087 0.0144
H -3.22719 0.04165 2.88280 -0.0236 0.0103 -0.0019
H -3.69286 0.04289 1.17471 -0.0121 0.0202 0.0072
H -1.32512 2.57794 3.06731 0.0117 -0.0066 0.0123
H 0.30423 2.09241 2.50659 -0.0031 0.0237 0.0117
H -0.55697 1.10312 3.68927 -0.0235 0.0328 0.0228
H -1.72746 3.69163 1.10217 -0.0265 -0.0096 -0.0273
H -1.89572 5.07180 -0.92305 0.0154 -0.0138 -0.0043
H -1.71369 4.02539 -3.15906 0.0188 -0.0016 0.0186
H -1.34536 1.61034 -3.36539 -0.0115 0.0168 0.0229
H -3.06106 -0.69027 -2.69323 -0.0239 -0.0231 -0.0016
H -3.46375 -0.94382 -0.98317 0.0060 0.0034 -0.0080
H -2.70329 -2.24735 -1.90638 -0.0195 -0.0006 -0.0061
H -0.54747 -0.39656 -3.65155 0.0071 -0.0221 -0.0011
H -0.08453 -1.94975 -2.94784 -0.0109 0.0377 -0.0611
H 0.91416 -0.51422 -2.63958 0.0012 0.0112 -0.0232
F 4.51306 -0.26110 2.53038 -0.0137 0.1840 -0.0124
C 4.41594 -1.59218 2.43841 0.0439 -0.0428 -0.0725
F 3.92394 -2.04050 3.59585 -0.0949 -0.0757 0.1371
F 5.65750 -2.07716 2.31137 0.0355 -0.0255 -0.0228
C 3.55148 -2.00026 1.27286 0.1009 -0.0241 -0.0969
C 4.08068 -2.71418 0.21795 -0.0382 -0.0075 0.0135
C 3.26518 -3.07917 -0.85016 0.1006 -0.0472 -0.0077
C 1.94553 -2.70302 -0.82113 -0.2102 -0.0481 -0.0487
N 1.43003 -2.00145 0.19428 -0.5205 0.1697 -0.0462
C 2.19899 -1.64719 1.22851 0.3567 -0.0948 0.2145
S 1.29639 -0.73759 2.38983 -0.5802 -0.0605 -0.1048
H 5.12583 -2.98977 0.23013 0.0056 -0.0150 0.0012
H 3.65161 -3.64813 -1.68267 -0.0066 -0.0017 0.0172
H 1.26900 -2.97590 -1.61916 0.0086 0.0049 0.0504
```
Forces are in eV/Å.

Summary:
DFT total energy ... -3564.53177 a.u.
Gap between HOMO and LUMO (spin up / spin down) ... 7.99 / 7.99 eV
Net charge ... +1
Energy above the lowest of the compared OMol25 structures with the same formula, charge and spin ... 0.0 kcal/mol

natural (NBO) atomic charge list, values in e, 4 entries: 0.561 -0.949 1.042 -0.964



This record from the OMol25 dataset describes a gas-phase ion, C16H19N2O (charge +1). The level of theory is ωB97M-V/def2-TZVPD.

The geometry in XYZ format:
```
38
Properties=species:S:1:pos:R:3:forces:R:3
C -4.80205 -2.78199 0.39804 -0.0074 -0.0487 0.0048
C -4.14256 -2.11074 -0.52654 0.1367 0.2878 -0.0909
C -4.50712 -0.72864 -0.98618 -0.4445 -0.2676 -0.0401
O -3.37526 0.08114 -1.28315 0.1878 0.1110 -0.0994
C -2.58478 0.51359 -0.28797 0.2839 0.1335 0.1973
C -2.73170 0.20493 1.06455 -0.2479 -0.0650 -0.1993
C -1.84854 0.72478 1.99360 0.1529 0.0468 -0.0041
C -0.80773 1.54804 1.60444 0.0400 0.0339 -0.0403
C -0.65104 1.86080 0.25621 -0.0552 -0.0710 0.0135
C 0.50928 2.71841 -0.17048 -0.6936 0.2273 0.0232
N 1.77409 1.93209 -0.01066 0.1579 0.1753 0.2072
C 1.89503 0.79447 -0.97090 0.1725 -0.7649 -0.2774
C 2.95761 -0.16183 -0.50663 0.1038 0.0249 0.0538
C 4.17212 -0.30489 -1.16907 -0.0610 -0.0669 0.1393
C 5.10459 -1.19872 -0.66928 -0.1077 0.0531 0.0134
C 4.78917 -1.90651 0.48414 0.2675 0.0675 -0.2690
N 3.63800 -1.77214 1.11830 -0.1668 -0.2924 0.5120
C 2.74623 -0.93349 0.63546 -0.0793 0.2566 -0.3244
C -1.52622 1.34195 -0.68010 -0.1225 -0.0167 0.0273
H -4.52825 -3.78514 0.67287 0.0618 -0.2145 -0.0048
H -5.65573 -2.36294 0.90559 -0.1631 0.1538 0.1169
H -3.29329 -2.54468 -1.03693 0.0947 -0.1438 -0.0545
H -5.03510 -0.79206 -1.94398 0.0493 0.0786 0.1943
H -5.15959 -0.22683 -0.26198 0.0492 -0.0135 -0.0757
H -3.52758 -0.44025 1.39592 -0.0682 -0.0518 0.0102
H -1.97805 0.48406 3.03690 -0.0310 -0.0256 0.1078
H -0.14155 1.96289 2.34747 0.0712 0.0952 0.1429
H 0.41497 3.02233 -1.21358 0.1648 -0.0338 0.0590
H 0.58047 3.60950 0.45678 0.1548 -0.0806 -0.0674
H 1.77047 1.53463 0.94022 0.1276 0.1685 -0.2378
H 2.59623 2.53975 -0.09664 -0.1165 -0.1644 0.1196
H 2.12422 1.19167 -1.96128 -0.0900 0.1105 0.1354
H 0.92236 0.29532 -1.00180 0.0816 0.2230 0.0277
H 4.37894 0.26250 -2.06524 0.0343 0.0562 -0.1004
H 6.05220 -1.34230 -1.16167 0.1061 -0.0295 -0.0371
H 5.48234 -2.61219 0.91871 0.1343 -0.0484 -0.0333
H 1.80990 -0.88246 1.18076 -0.2014 0.0572 0.0254
H -1.43167 1.57865 -1.72854 0.0234 0.0380 -0.1752
```
Forces are in eV/Å.

Summary:
DFT total energy ... -805.57413 a.u.
Gap between HOMO and LUMO ... 8.89 eV
Net charge ... +1
Structure (SMILES) ... C=CCOc1cccc(C[NH2+]Cc2cccnc2)c1
Energy above the lowest of the compared OMol25 structures with the same formula, charge and spin ... 30.6 kcal/mol

natural (NBO) atomic charge list, values in e, 4 entries: -0.366 -0.227 -0.115 -0.492



This record from the OMol25 dataset describes a molecular structure, C16H19N3O4 at a distorted geometry. The level of theory is ωB97M-V/def2-TZVPD.

The geometry in XYZ format:
```
42
Properties=species:S:1:pos:R:3:forces:R:3
C 0.37671 -3.78491 0.17518 -2.2090 -0.4305 1.1202
C -0.08189 -3.14604 -1.17475 -0.7628 -3.4800 -1.4876
H 0.73366 -2.74493 -1.87328 -0.7359 -0.9895 1.0551
H -0.82052 -3.88086 -1.72619 2.4749 0.3898 0.4990
O -1.06814 -2.22361 -1.04778 -1.2143 6.2269 2.7003
C -0.63102 -0.94000 -0.46644 -1.6252 1.1959 -0.5959
C 0.68549 -0.67488 -0.28573 1.5583 2.9309 -1.6746
C 1.17121 0.73411 -0.15386 -4.0440 -0.7973 2.7606
C 0.20098 1.71124 0.19184 7.8102 2.4624 0.4506
C -1.06404 1.35925 0.19555 -2.9770 11.6043 4.1268
C -1.58754 0.32553 -0.15150 -3.9593 -16.3778 -4.9854
O -2.96559 -0.11722 -0.34728 2.8497 -0.0579 0.0879
C -3.51224 -0.46269 0.89234 -2.9240 8.1823 2.9790
C -3.02406 -1.35760 1.89503 -2.1884 -6.1959 -0.7755
H -2.01962 -1.30460 2.02549 2.9749 0.3357 1.0596
H -3.17926 -2.40162 1.41462 0.7698 0.8336 0.2676
H -3.62163 -1.69271 2.80407 0.5605 1.9380 -0.8642
H -4.62320 -0.47021 0.82115 0.8464 -0.3152 -0.5060
H -3.31722 0.76946 1.49067 -1.1275 -3.2742 -1.1144
O -2.01360 2.44646 0.67611 0.9474 -1.9962 -3.0080
C -2.95851 2.79453 -0.53394 -1.1072 -2.7697 6.7875
C -2.34142 3.60874 -1.44485 7.3383 0.5243 -6.0414
H -1.55343 2.94638 -2.05752 -1.6777 0.9961 0.5975
H -3.03110 3.92023 -2.13275 -2.0515 0.4959 -2.1734
H -1.65061 4.52986 -1.47310 -1.2683 -1.0206 2.1350
H -3.51005 3.50046 0.06584 -1.6713 -0.4932 0.2609
H -3.46633 1.75428 -0.82010 0.9273 2.9331 0.1990
H 0.61466 2.82734 0.56503 -1.5345 -3.3162 -1.1833
C 2.52727 0.99317 0.17643 5.2752 4.1136 -0.9232
N 3.06617 2.21699 0.29036 -4.2123 2.7481 0.3025
O 4.41281 2.33903 0.23323 -0.6296 -4.2298 -0.1536
C 4.78878 0.93977 0.03943 12.6706 10.0072 1.9304
N 6.17569 0.74990 0.16336 -6.6376 -11.0976 -3.4621
H 6.42338 -0.36885 0.24405 -0.4491 4.3719 -0.1380
H 6.73206 1.37961 0.43797 5.0219 5.9138 2.6677
C 3.76638 0.32901 0.05864 -9.8593 -14.4664 -2.6879
C 3.80112 -1.25581 -0.26012 0.4899 -0.6107 3.6325
N 3.85345 -2.38668 0.10492 -0.1689 3.5570 -2.0367
H 1.49622 -1.23941 -0.70285 -0.1681 -1.1551 0.3844
H 0.85980 -2.97219 0.72452 0.7088 -0.7093 0.0730
H 0.98241 -4.74181 -0.02024 -0.7983 1.6813 0.6493
H -0.62723 -4.00874 0.98647 2.7771 0.3407 -2.9152
```
Forces are in eV/Å.

Summary:
DFT total energy ... -1085.76934 a.u.
Gap between HOMO and LUMO ... 8.38 eV
Energy above the lowest of the compared OMol25 structures with the same formula, charge and spin ... 405.9 kcal/mol

natural (NBO) atomic charge list, values in e, 4 entries: -0.645 -0.082 0.180 0.206